--- A ---
Here is the molecule C2H6N4S from the Open Molecules 2025 dataset. Energies are from ωB97M-V/def2-TZVPD.

Computed properties:
E_HOMO (eV): -7.712
Gap between HOMO and LUMO (eV): 8.191

```
! RIJCOSX wB97M-V def2-TZVPD def2/J DEFGRID3
* xyz 0 1
C 0.364 1.019 0.552
C 0.457 1.527 -0.686
N 0.164 -0.254 0.975
N -0.265 -0.513 -2.700
N -0.158 -0.465 2.322
N -0.557 -1.383 -1.828
S 0.272 0.958 -2.373
H 0.527 1.697 1.380
H 0.721 2.568 -0.780
H -1.093 -0.855 2.428
H 0.513 -1.106 2.744
H -0.857 -2.243 -2.302
H -0.087 -0.950 0.268
*
```

=====

--- B ---
Here is the molecule C2H6N4S from the Open Molecules 2025 dataset. Energies are from ωB97M-V/def2-TZVPD.

Computed properties:
E_HOMO (eV): -8.436
Gap between HOMO and LUMO (eV): 9.146

```
! RIJCOSX wB97M-V def2-TZVPD def2/J DEFGRID3
* xyz 0 1
C -0.152 -1.078 0.711
C -0.404 1.959 0.020
H 1.884 -2.376 1.158
H 1.650 -3.362 -0.148
H 0.284 -0.782 1.673
H -1.389 -0.416 -0.727
H -1.893 1.321 1.261
H -0.600 2.943 0.400
N 1.170 -2.913 0.606
N 0.205 -2.092 0.050
N -1.244 -0.296 0.274
N -1.168 1.047 0.637
S 0.667 1.698 -1.186
*
```

=====

--- C ---
Here is the molecule C2H6N4S from the Open Molecules 2025 dataset. Energies are from ωB97M-V/def2-TZVPD.

Computed properties:
E_HOMO (eV): -9.443
Gap between HOMO and LUMO (eV): 10.066

```
! RIJCOSX wB97M-V def2-TZVPD def2/J DEFGRID3
* xyz 0 1
C 0.486 -0.376 -1.126
C -1.125 0.266 1.835
H 1.318 1.257 -2.007
H 2.309 -0.127 -2.029
H 1.634 -1.948 -0.553
H -2.347 -0.723 0.516
H -1.663 -0.283 2.606
H 0.192 1.532 1.419
N 1.339 0.270 -2.019
N 0.664 -1.473 -0.518
N -1.606 -0.053 0.596
N -0.227 1.090 2.167
S -0.973 0.569 -0.888
*
```

=====

Most stable of them? C.